{
  "formula": "C13H9BrO4S",
  "method": "ωB97M-V/def2-TZVPD",
  "gap_ha": 0.3027,
  "total_energy_ev": -102692.7490,
  "e_homo_ev": -9.3,
  "e_above_lowest_kcal_mol": 2.2,
  "smiles": "CC1=C2C(=C(CBr)OS1(=O)=O)C(=O)c1ccccc12",
  "symbols": ["O", "O", "O", "Br", "O", "C", "C", "C", "C", "C", "C", "C", "C", "C", "C", "C", "C", "C", "S", "H", "H", "H", "H", "H", "H", "H", "H", "H"],
  "xyz": [[-1.711, -1.023, 2.391], [-1.475, 1.520, -3.659], [-2.137, 2.486, -1.545], [-5.271, -0.265, -1.039], [-2.415, -0.077, -1.819], [-0.876, -0.602, 1.600], [-1.198, -0.184, 0.222], [0.044, 0.210, -0.361], [-2.385, -0.231, -0.461], [0.075, 0.889, -1.572], [2.859, -1.046, 2.570], [3.389, -0.695, 1.312], [1.467, -1.007, 2.764], [2.528, -0.280, 0.288], [0.589, -0.596, 1.721], [1.158, -0.201, 0.515], [1.312, 1.272, -2.342], [-3.697, -0.614, 0.214], [-1.569, 1.303, -2.216], [3.537, -1.340, 3.352], [4.471, -0.723, 1.147], [1.028, -1.304, 3.701], [2.924, 0.059, -0.672], [1.804, 0.379, -2.817], [1.064, 1.936, -3.167], [2.032, 1.782, -1.696], [-3.854, 0.032, 1.066], [-3.692, -1.679, 0.506]],
  "forces_ev_per_angstrom": [[0.9, 0.4, -0.2], [-0.2, -1.8, 2.0], [0.8, -2.9, -0.1], [1.1, -0.4, 1.1], [0.7, 1.8, -0.1], [-2.2, -1.0, 1.0], [-1.1, 0.4, -0.5], [0.7, 1.4, -3.7], [0.4, -1.1, 1.7], [-0.3, -1.4, 1.8], [-0.9, 0.4, -1.0], [-0.6, 0.1, 0.1], [-0.5, 0.2, -0.6], [0.5, 0.5, -0.1], [2.3, -0.5, 1.0], [-0.3, 0.0, -0.1], [-0.1, -0.4, -0.6], [-0.3, 0.0, -1.4], [0.5, 3.7, -1.7], [-0.1, -0.1, 0.2], [-0.5, 0.0, 0.0], [0.0, -0.1, 0.3], [0.0, -0.3, 0.4], [-0.5, 0.7, 0.6], [-0.1, 0.1, 0.0], [-0.1, -0.1, 0.0], [-0.1, -0.1, 0.2], [-0.2, 0.6, -0.2]]
}